Entry 1:
{"formula": "C4H9NO", "method": "ωB97M-V with the def2-TZVPD basis set", "symbols": ["C", "N", "C", "C", "C", "O", "H", "H", "H", "H", "H", "H", "H", "H", "H"], "xyz": [[-1.362, -0.788, 0.335], [-0.421, 0.322, 0.427], [-0.995, 1.531, -0.137], [0.807, -0.019, -0.200], [1.832, -0.562, 0.455], [2.935, -1.089, -0.143], [-1.636, -1.023, -0.711], [-2.278, -0.547, 0.886], [-0.912, -1.681, 0.777], [-1.919, 1.784, 0.393], [-0.295, 2.364, -0.027], [-1.238, 1.420, -1.212], [0.867, 0.094, -1.292], [2.744, -1.154, -1.087], [1.869, -0.650, 1.536]], "forces_ev_per_a": [[-0.148, -0.173, 0.070], [0.070, -0.026, -0.027], [-0.061, 0.174, -0.012], [0.238, -0.152, 0.043], [-0.357, 0.163, 0.048], [0.028, 0.018, -0.157], [0.028, 0.059, 0.136], [0.129, -0.009, -0.083], [-0.106, 0.137, -0.053], [0.150, -0.042, -0.072], [-0.090, -0.120, -0.008], [0.052, 0.001, 0.153], [-0.042, -0.070, 0.047], [0.205, 0.013, 0.036], [-0.096, 0.027, -0.122]], "nbo_charge": [-0.407, -0.447, -0.411, -0.158, 0.144, -0.672, 0.162, 0.198, 0.206, 0.201, 0.207, 0.161, 0.154, 0.474, 0.188], "spin_multiplicity": 1}

---

Entry 2:
{"formula": "C6H9N4", "method": "ωB97M-V with the def2-TZVPD basis set", "symbols": ["C", "C", "C", "C", "C", "C", "N", "N", "N", "N", "H", "H", "H", "H", "H", "H", "H", "H", "H"], "xyz": [[-0.499, -1.824, -0.920], [-1.474, -1.450, -0.063], [0.824, -1.359, -1.058], [0.575, 0.516, 1.802], [0.714, 1.029, -0.502], [0.805, 2.256, -1.359], [1.078, -0.115, -1.010], [0.894, 1.233, 0.797], [-0.477, -0.269, 1.934], [-1.508, -0.549, 0.976], [-0.819, -2.581, -1.614], [-2.470, -1.718, -0.190], [1.660, -1.824, -1.361], [1.115, 0.515, 2.857], [0.607, 3.040, -0.767], [0.176, 2.106, -2.116], [1.782, 2.301, -1.592], [-0.594, -0.768, 2.754], [-2.392, -0.538, 1.432]], "forces_ev_per_a": [[-1.590, -1.344, 0.577], [1.813, 1.227, -0.104], [-1.767, 3.227, 0.709], [0.932, 0.189, 2.232], [1.807, 0.391, 0.193], [-0.781, -3.109, 2.358], [-0.251, 0.538, 0.341], [-0.058, 0.099, 0.950], [-1.714, -0.558, -2.974], [1.909, 0.643, 0.984], [0.059, -0.322, -0.156], [-1.449, -1.079, -0.790], [2.395, -2.913, -1.147], [-0.600, 0.470, -2.498], [-1.132, 3.044, 1.876], [-2.236, 0.051, -3.503], [3.336, 0.197, -1.425], [-0.195, -0.987, 1.930], [-0.476, 0.237, 0.446]], "nbo_charge": [-0.390, 0.099, 0.197, 0.370, 0.548, -0.621, -0.369, -0.501, -0.391, -0.418, 0.263, 0.223, 0.223, 0.230, 0.238, 0.231, 0.252, 0.411, 0.407], "total_charge": 1, "spin_multiplicity": 1}

---

Entry 3:
{"formula": "C4H10N2O", "method": "ωB97M-V with the def2-TZVPD basis set", "symbols": ["C", "N", "C", "O", "N", "C", "C", "H", "H", "H", "H", "H", "H", "H", "H", "H", "H"], "xyz": [[-1.563, -0.614, 2.394], [-0.109, -0.515, 1.428], [0.120, 0.612, 0.597], [0.041, 1.735, 1.056], [0.412, 0.324, -0.705], [0.808, 1.409, -1.585], [0.405, -1.017, -1.257], [-0.100, -0.406, 2.513], [-2.028, 0.330, 2.085], [-2.081, -1.440, 1.889], [0.204, -1.429, 1.129], [1.842, 1.273, -1.927], [0.730, 2.345, -1.033], [0.148, 1.448, -2.459], [-0.450, -1.592, -0.889], [0.297, -0.943, -2.343], [1.334, -1.566, -1.049]], "forces_ev_per_a": [[-0.354, -0.031, -0.264], [0.142, -0.059, 0.112], [-0.046, 0.211, 0.019], [0.028, -0.411, -0.163], [-0.051, 0.043, 0.219], [0.016, 0.111, -0.051], [-0.028, -0.137, -0.028], [0.220, 0.048, -0.149], [0.070, -0.112, 0.078], [0.087, 0.125, 0.089], [-0.085, 0.180, 0.005], [-0.142, 0.019, 0.039], [0.026, -0.120, -0.100], [0.095, 0.000, 0.122], [0.125, 0.072, -0.060], [0.019, -0.009, 0.162], [-0.122, 0.072, -0.031]], "nbo_charge": [-0.641, -0.752, 0.794, -0.616, -0.440, -0.413, -0.421, 0.492, 0.171, 0.157, 0.405, 0.193, 0.252, 0.195, 0.210, 0.220, 0.194], "spin_multiplicity": 1}

---

Number 1: Kohn-Sham gap 0.34310 Eh. Number 2: Kohn-Sham gap 0.33495 Eh. Number 3: Kohn-Sham gap 0.31059 Eh.